{
  "formula": "C34H25Cl4N4PPtSSi",
  "method": "the ωB97M-V functional and the def2-TZVPD basis",
  "e_homo_ev": [-7.737, -7.736],
  "mol_weight_g_mol": 917.6,
  "lumo_ev": [-0.405, -0.405],
  "de_lowest_kj_mol": 170.5,
  "energy_ev": -122965.55430,
  "largest_force_ev_per_a": 0.6,
  "species": ["Pt", "Cl", "C", "C", "C", "C", "C", "C", "P", "C", "C", "C", "C", "C", "C", "C", "C", "C", "C", "C", "C", "H", "H", "H", "H", "H", "H", "H", "H", "H", "H", "H", "H", "H", "H", "N", "S", "C", "C", "C", "C", "C", "C", "C", "C", "C", "C", "C", "C", "H", "H", "H", "H", "H", "H", "H", "H", "H", "H", "H", "N", "C", "C", "C", "N", "C", "N", "Cl", "Si", "Cl", "Cl"],
  "positions_angstrom": [[1.497, 1.005, -1.083], [3.689, 1.413, -0.090], [4.472, -0.167, -0.080], [5.842, -0.170, 0.114], [6.507, -1.384, 0.130], [5.805, -2.568, -0.046], [4.433, -2.537, -0.230], [3.734, -1.331, -0.246], [1.913, -1.256, -0.421], [1.518, -2.516, -1.655], [0.353, -3.268, -1.548], [-0.029, -4.108, -2.586], [0.751, -4.200, -3.727], [1.910, -3.440, -3.842], [2.287, -2.591, -2.817], [1.310, -1.894, 1.168], [1.445, -3.231, 1.543], [0.985, -3.654, 2.777], [0.385, -2.748, 3.645], [0.246, -1.420, 3.277], [0.709, -0.993, 2.039], [6.374, 0.762, 0.237], [7.578, -1.402, 0.271], [6.327, -3.514, -0.046], [3.891, -3.461, -0.387], [-0.277, -3.188, -0.672], [-0.949, -4.670, -2.501], [0.451, -4.853, -4.535], [2.510, -3.497, -4.740], [3.172, -1.976, -2.925], [1.890, -3.946, 0.863], [1.086, -4.692, 3.063], [0.020, -3.085, 4.606], [-0.233, -0.716, 3.944], [0.592, 0.041, 1.728], [-0.535, 1.453, 0.023], [-1.060, 2.303, 1.255], [-2.007, 3.699, 0.667], [-1.547, 4.972, 0.957], [-2.208, 6.066, 0.415], [-3.300, 5.871, -0.417], [-3.745, 4.586, -0.710], [-3.102, 3.492, -0.161], [-2.411, 1.359, 1.983], [-2.665, 0.082, 1.517], [-3.701, -0.653, 2.082], [-4.451, -0.114, 3.113], [-4.176, 1.167, 3.583], [-3.156, 1.912, 3.018], [-1.289, 1.279, -0.639], [-0.672, 5.105, 1.580], [-1.859, 7.065, 0.630], [-3.803, 6.724, -0.851], [-4.579, 4.429, -1.378], [-3.441, 2.494, -0.406], [-2.065, -0.341, 0.725], [-3.914, -1.641, 1.699], [-5.256, -0.686, 3.553], [-4.765, 1.589, 4.385], [-2.955, 2.917, 3.363], [0.331, 0.370, -2.802], [-0.806, 0.138, -2.694], [-2.144, -0.163, -2.564], [-3.115, 0.840, -2.825], [-3.888, 1.673, -3.010], [-2.525, -1.386, -1.958], [-2.842, -2.366, -1.438], [2.797, 3.601, -3.237], [1.354, 3.165, -1.820], [1.745, 4.482, -0.251], [-0.439, 3.773, -2.612]]
}


{
  "formula": "C34H25IrO4P",
  "method": "the ωB97M-V functional and the def2-TZVPD basis",
  "e_homo_ev": [-4.182, -4.259],
  "total_charge": -1,
  "mol_weight_g_mol": 720.8,
  "lumo_ev": [0.360, 0.541],
  "de_lowest_kj_mol": 260.7,
  "energy_ev": -55981.59871,
  "largest_force_ev_per_a": 0.8,
  "species": ["Ir", "C", "C", "C", "C", "C", "C", "P", "C", "C", "C", "C", "C", "C", "C", "C", "C", "C", "C", "C", "H", "H", "H", "H", "H", "H", "H", "H", "H", "H", "H", "H", "H", "H", "O", "C", "O", "C", "O", "O", "C", "C", "C", "C", "C", "C", "C", "C", "C", "C", "C", "C", "C", "C", "H", "H", "H", "H", "H", "H", "H", "H", "H", "H", "H"],
  "positions_angstrom": [[1.544, 1.354, -1.059], [0.704, -3.565, 5.068], [-0.419, -2.846, 4.673], [-0.371, -2.047, 3.542], [0.794, -1.960, 2.778], [1.911, -2.686, 3.187], [1.871, -3.480, 4.326], [1.015, -0.871, 1.304], [-0.610, -0.988, 0.585], [-1.217, -2.242, 0.472], [-2.489, -2.351, -0.021], [-3.231, -1.214, -0.438], [-2.656, 0.009, -0.364], [-1.271, 0.208, 0.073], [1.065, 0.798, 1.949], [0.994, 1.134, 3.303], [1.117, 2.457, 3.678], [1.333, 3.420, 2.690], [1.409, 3.065, 1.358], [1.266, 1.729, 0.917], [0.666, -4.187, 5.954], [-1.331, -2.902, 5.254], [-1.247, -1.476, 3.257], [2.823, -2.624, 2.604], [2.750, -4.034, 4.629], [-0.676, -3.122, 0.795], [-2.938, -3.334, -0.101], [-4.241, -1.334, -0.808], [-3.194, 0.889, -0.687], [-1.182, 1.006, 0.827], [0.852, 0.367, 4.056], [1.064, 2.741, 4.722], [1.465, 4.458, 2.977], [1.628, 3.831, 0.623], [3.893, 2.335, -4.245], [3.359, 2.096, -3.184], [2.176, 1.587, -3.035], [4.101, 2.397, -1.845], [5.206, 2.883, -1.818], [3.419, 2.058, -0.775], [0.308, -4.097, -2.506], [1.357, -3.443, -1.875], [1.351, -2.059, -1.756], [0.285, -1.312, -2.243], [-0.734, -1.973, -2.928], [-0.733, -3.352, -3.052], [0.233, 0.176, -2.124], [-0.496, 0.965, -1.182], [-1.341, 2.111, -1.656], [-2.097, 1.994, -2.822], [-2.867, 3.050, -3.288], [-2.907, 4.242, -2.577], [-2.166, 4.367, -1.410], [-1.385, 3.313, -0.957], [0.313, -5.176, -2.600], [2.191, -4.012, -1.480], [2.159, -1.525, -1.272], [-1.545, -1.392, -3.355], [-1.539, -3.851, -3.578], [0.221, 0.618, -3.122], [-2.066, 1.058, -3.369], [-3.434, 2.944, -4.204], [-3.501, 5.072, -2.937], [-2.177, 5.300, -0.859], [-0.779, 3.421, -0.069]]
}


{
  "formula": "C34H26AsF6GeINNiOS",
  "method": "the ωB97M-V functional and the def2-TZVPD basis",
  "e_homo_ev": [-1.300, -1.002],
  "spin_multiplicity": 2,
  "total_charge": -2,
  "s_squared": 0.89,
  "mol_weight_g_mol": 943.8,
  "lumo_ev": [4.057, 4.058],
  "energy_ev": -232859.11139,
  "largest_force_ev_per_a": 1.5,
  "species": ["Ni", "F", "As", "F", "F", "F", "F", "F", "C", "C", "O", "S", "C", "C", "C", "C", "C", "C", "C", "C", "H", "H", "H", "H", "H", "H", "H", "I", "C", "C", "C", "C", "C", "N", "H", "H", "H", "H", "C", "Ge", "C", "C", "C", "C", "C", "C", "C", "C", "C", "C", "C", "C", "C", "C", "C", "C", "C", "C", "H", "H", "H", "H", "H", "H", "H", "H", "H", "H", "H", "H", "H", "H", "H"],
  "positions_angstrom": [[0.847, 2.158, -2.043], [0.545, 3.550, -0.056], [1.848, 4.567, -0.590], [0.925, 5.980, -0.184], [1.179, 4.563, -2.204], [2.544, 4.551, 0.998], [2.752, 3.135, -1.019], [3.149, 5.573, -1.158], [-5.647, -3.343, 2.952], [-6.486, -2.539, 3.913], [-7.310, -3.043, 4.642], [-6.256, -0.772, 4.002], [-4.952, -0.392, 2.867], [-3.618, -0.434, 3.285], [-2.601, -0.166, 2.399], [-2.872, 0.165, 1.043], [-4.234, 0.236, 0.653], [-5.246, -0.032, 1.550], [-1.820, 0.366, 0.161], [-0.716, 0.434, -0.416], [-6.304, -4.022, 2.409], [-4.944, -3.946, 3.530], [-5.092, -2.725, 2.253], [-3.389, -0.702, 4.311], [-1.567, -0.213, 2.715], [-4.464, 0.489, -0.374], [-6.282, 0.011, 1.234], [2.240, 1.281, -3.977], [-0.872, 2.504, -2.980], [-0.943, 3.154, -4.222], [-2.141, 3.705, -4.631], [-3.255, 3.610, -3.807], [-3.098, 2.970, -2.591], [-1.942, 2.437, -2.204], [-0.062, 3.220, -4.846], [-2.205, 4.211, -5.589], [-4.214, 4.022, -4.097], [-3.922, 2.884, -1.887], [0.438, 0.489, -1.083], [1.864, -0.585, -0.323], [1.045, -1.579, 1.188], [-0.084, -2.345, 0.888], [-0.786, -3.011, 1.880], [-0.372, -2.924, 3.203], [0.758, -2.187, 3.518], [1.456, -1.518, 2.517], [3.478, 0.414, 0.190], [3.584, 1.103, 1.396], [4.681, 1.911, 1.658], [5.674, 2.062, 0.701], [5.571, 1.395, -0.511], [4.484, 0.571, -0.762], [2.504, -2.061, -1.476], [2.044, -2.266, -2.773], [2.502, -3.341, -3.525], [3.416, -4.233, -2.984], [3.885, -4.039, -1.690], [3.429, -2.960, -0.946], [-0.415, -2.412, -0.143], [-1.667, -3.589, 1.625], [-0.931, -3.427, 3.984], [1.101, -2.130, 4.546], [2.340, -0.949, 2.780], [2.787, 1.038, 2.128], [4.748, 2.446, 2.597], [6.512, 2.724, 0.888], [6.329, 1.538, -1.273], [4.394, 0.074, -1.722], [1.339, -1.563, -3.201], [2.149, -3.472, -4.542], [3.766, -5.077, -3.569], [4.609, -4.728, -1.269], [3.798, -2.815, 0.065]]
}


{
  "formula": "C34H26Cl5N2OPPt",
  "method": "the ωB97M-V functional and the def2-TZVPD basis",
  "e_homo_ev": [-6.955, -7.638],
  "spin_multiplicity": 5,
  "s_squared": 6.10,
  "mol_weight_g_mol": 881.9,
  "lumo_ev": [0.329, -1.119],
  "energy_ev": -115851.74235,
  "largest_force_ev_per_a": 0.6,
  "species": ["Pt", "Cl", "C", "C", "Cl", "C", "Cl", "C", "O", "C", "Cl", "C", "Cl", "C", "C", "C", "C", "C", "C", "C", "P", "C", "C", "C", "C", "C", "C", "C", "C", "C", "C", "C", "C", "C", "C", "H", "H", "H", "H", "H", "H", "H", "H", "H", "H", "H", "H", "H", "H", "H", "H", "H", "H", "H", "H", "N", "C", "H", "N", "C", "C", "C", "C", "C", "C", "H", "H", "H", "H", "H"],
  "positions_angstrom": [[0.302, 0.420, 0.026], [6.774, 3.604, 1.128], [5.155, 3.239, 0.664], [4.831, 1.988, 0.151], [6.068, 0.806, -0.057], [3.519, 1.687, -0.199], [3.151, 0.165, -0.938], [2.468, 2.610, -0.025], [1.229, 2.357, -0.296], [2.841, 3.892, 0.448], [1.597, 5.082, 0.562], [4.147, 4.197, 0.793], [4.535, 5.763, 1.395], [-4.612, 3.034, 0.721], [-3.510, 3.452, -0.216], [-3.671, 4.637, -0.927], [-2.725, 5.076, -1.842], [-1.590, 4.320, -2.076], [-1.404, 3.139, -1.375], [-2.342, 2.697, -0.443], [-1.921, 1.141, 0.407], [-2.312, 1.390, 2.175], [-3.265, 0.602, 2.820], [-3.519, 0.745, 4.173], [-2.815, 1.690, 4.905], [-1.879, 2.488, 4.269], [-1.613, 2.364, 2.906], [-0.649, 3.318, 2.262], [-3.103, -0.097, -0.221], [-3.967, 0.248, -1.250], [-4.791, -0.693, -1.859], [-4.752, -2.019, -1.442], [-3.904, -2.390, -0.423], [-3.058, -1.456, 0.226], [-2.244, -1.908, 1.274], [-5.518, 3.600, 0.500], [-4.349, 3.215, 1.764], [-4.846, 1.974, 0.628], [-4.567, 5.224, -0.762], [-2.883, 6.006, -2.373], [-0.842, 4.649, -2.785], [-0.498, 2.568, -1.527], [-3.836, -0.125, 2.258], [-4.267, 0.123, 4.649], [-3.000, 1.812, 5.965], [-1.340, 3.241, 4.833], [0.007, 3.770, 3.005], [-1.189, 4.127, 1.762], [-0.029, 2.854, 1.493], [-3.992, 1.269, -1.607], [-5.448, -0.388, -2.662], [-5.382, -2.761, -1.915], [-3.870, -3.421, -0.094], [-2.251, -2.957, 1.538], [-1.577, -1.257, 1.817], [1.119, -0.109, 3.161], [1.147, 0.258, 2.061], [1.134, -0.393, 4.116], [-0.150, -1.200, -0.920], [0.022, -1.871, -2.057], [0.224, -1.189, -3.284], [0.390, -1.902, -4.451], [0.349, -3.295, -4.438], [0.143, -3.981, -3.242], [-0.017, -3.289, -2.061], [0.250, -0.107, -3.268], [0.552, -1.377, -5.384], [0.478, -3.847, -5.360], [0.114, -5.063, -3.239], [-0.172, -3.804, -1.122]]
}